Below is a single C3H8N2OS2 molecule at a distorted geometry, with properties calculated with the ωB97M-V functional and the def2-TZVPD basis.

The calculated total energy comes out at -1100.14912 hartree. The SMILES is NC[C@@H](S)C(=O)NS. As for the spin multiplicity: 1. The orbital gap is 0.33837 Ha. As for the total charge: 0. The value obtained for the HOMO energy is -9.1 eV. Its LUMO energy is 0.0036 Ha.

Positions of all 16 atoms, in Å:
N (2.38, -1.15, 0.04)
C (1.65, 0.06, -0.25)
C (0.37, 0.52, 0.41)
S (-0.05, 2.25, -0.21)
C (-0.78, -0.29, -0.21)
O (-0.64, -1.45, -0.54)
N (-1.96, 0.41, 0.06)
S (-3.57, -0.14, -0.15)
H (1.91, -2.00, -0.30)
H (2.37, -1.30, 1.06)
H (1.57, 0.06, -1.33)
H (2.36, 0.81, -0.34)
H (0.62, 0.49, 1.47)
H (-0.19, 1.49, -1.43)
H (-2.05, 1.22, 0.73)
H (-3.99, -0.97, 1.00)

Atomic partial charges in e from the Löwdin method, atoms 1 to 8: number 1, N, carries 0.01; number 2, C, carries -0.38; number 3, C, carries -0.51; number 4, S, carries 0.76; number 5, C, carries -0.61; number 6, O, carries 0.08; number 7, N, carries -0.47; number 8, S, carries 0.70

Below is 2 unconnected molecules or ions with the total composition C3H8N2S at a distorted geometry, with properties calculated with the ωB97M-V functional and the def2-TZVPD basis.

The calculated total energy comes out at -626.69129 hartree. As for the spin multiplicity: 1. The orbital gap is 0.31518 Ha. As for the total charge: 0. The value obtained for the HOMO energy is -8.1 eV. Its LUMO energy is 0.0180 Ha.

Positions of all 14 atoms, in Å:
C (1.11, 0.68, -0.48)
C (-1.49, 0.30, -0.01)
C (-0.06, -1.78, 0.16)
N (1.27, 1.75, 0.30)
N (-0.32, -0.36, 0.48)
S (1.92, -0.09, -1.55)
H (-1.81, 0.26, -1.15)
H (-2.44, 0.00, 0.46)
H (-1.28, 1.48, 0.05)
H (0.93, -1.75, -0.31)
H (0.09, -2.35, 1.11)
H (-0.82, -2.21, -0.46)
H (0.98, 1.56, 1.23)
H (1.92, 2.50, 0.17)

Atomic partial charges in e from the Löwdin method, atoms 1 to 8: number 1, C, carries -0.82; number 2, C, carries -0.24; number 3, C, carries -0.17; number 4, N, carries 0.06; number 5, N, carries -0.19; number 6, S, carries 0.77; number 7, H, carries 0.09; number 8, H, carries 0.06

Below is a single C3H8N2S molecule at a distorted geometry, with properties calculated with the ωB97M-V functional and the def2-TZVPD basis.

The calculated total energy comes out at -626.72247 hartree. The SMILES is [H]/N=N/[C@H](C)SC. As for the spin multiplicity: 1. The orbital gap is 0.33887 Ha. As for the total charge: 0. The value obtained for the HOMO energy is -8.7 eV. Its LUMO energy is 0.0194 Ha.

Positions of all 14 atoms, in Å:
H (-0.89, -0.35, -3.09)
N (-1.10, -0.80, -2.20)
N (-0.66, -0.02, -1.31)
C (-0.75, -0.59, 0.08)
C (-1.15, 0.53, 1.00)
S (0.92, -1.35, 0.47)
C (1.95, 0.12, 0.29)
H (-1.39, -1.53, 0.16)
H (-0.48, 0.87, 1.83)
H (-2.08, 0.48, 1.55)
H (-0.96, 1.47, 0.40)
H (2.67, -0.02, -0.55)
H (2.60, 0.21, 1.21)
H (1.31, 0.99, 0.17)

Atomic partial charges in e from the Löwdin method, atoms 1 to 8: number 1, H, carries 0.05; number 2, N, carries 0.07; number 3, N, carries -0.09; number 4, C, carries -0.67; number 5, C, carries -0.15; number 6, S, carries 0.79; number 7, C, carries -0.43; number 8, H, carries 0.10

Below is a molecular structure, C3H8N2S at a distorted geometry, with properties calculated with the ωB97M-V functional and the def2-TZVPD basis.

The calculated total energy comes out at -626.61503 hartree. As for the spin multiplicity: 1. The orbital gap is 0.28573 Ha. As for the total charge: 0. The value obtained for the HOMO energy is -7.7 eV. Its LUMO energy is 0.0025 Ha.

Positions of all 14 atoms, in Å:
C (2.19, 0.30, 0.59)
C (-1.30, 1.00, 0.24)
C (2.86, -0.42, -0.58)
N (-3.25, -0.50, 0.21)
N (-1.99, 0.00, -0.30)
S (0.65, -0.04, 1.06)
H (2.53, 1.09, 1.05)
H (-1.80, 1.44, 1.18)
H (2.12, -1.13, -0.93)
H (3.85, -0.84, -0.25)
H (3.00, 0.22, -1.52)
H (-3.71, 0.33, 0.57)
H (-3.71, -0.75, -0.60)
H (-1.45, -0.70, -0.72)

Atomic partial charges in e from the Löwdin method, atoms 1 to 8: number 1, C, carries -0.62; number 2, C, carries -0.18; number 3, C, carries -0.18; number 4, N, carries 0.06; number 5, N, carries -0.20; number 6, S, carries 0.74; number 7, H, carries -0.04; number 8, H, carries 0.04

Below is a single C3H8N2S3 molecule at a distorted geometry, with properties calculated with the ωB97M-V functional and the def2-TZVPD basis.

The calculated total energy comes out at -1423.08585 hartree. As for the spin multiplicity: 1. The orbital gap is 0.29944 Ha. As for the total charge: 0. The value obtained for the HOMO energy is -7.8 eV. Its LUMO energy is 0.0119 Ha.

Positions of all 16 atoms, in Å:
C (1.41, 0.34, -0.27)
C (0.96, -0.96, 0.38)
C (0.97, 0.39, -1.76)
N (-0.42, -0.93, 1.00)
N (-2.49, -0.29, 1.90)
S (-1.04, 0.40, 1.42)
S (-1.27, 1.85, -0.49)
S (-0.87, 0.54, -1.99)
H (0.95, 1.36, 0.15)
H (2.49, 0.41, -0.44)
H (1.03, -1.95, -0.23)
H (1.54, -1.20, 1.21)
H (1.62, 1.18, -2.18)
H (1.14, -0.44, -2.30)
H (-3.17, 0.36, 2.25)
H (-2.86, -1.06, 1.36)

Atomic partial charges in e from the Löwdin method, atoms 1 to 8: number 1, C, carries -0.30; number 2, C, carries -0.30; number 3, C, carries -0.55; number 4, N, carries -0.39; number 5, N, carries -0.24; number 6, S, carries 0.70; number 7, S, carries 0.11; number 8, S, carries 0.41

Below is a gas-phase ion, C3H8N3 (charge +1) at a distorted geometry, with properties calculated with the ωB97M-V functional and the def2-TZVPD basis.

The calculated total energy comes out at -283.02007 hartree. The SMILES is [H]/N=N/C(C)=[NH+]\C. As for the spin multiplicity: 1. The orbital gap is 0.34161 Ha. As for the total charge: +1. The value obtained for the HOMO energy is -14.3 eV. Its LUMO energy is -0.1830 Ha.

Positions of all 14 atoms, in Å:
H (0.84, -3.00, 1.17)
N (0.88, -1.95, 1.25)
N (0.06, -1.39, 0.52)
C (-0.28, 0.14, 0.35)
C (-1.37, 0.49, 1.23)
N (0.06, 0.81, -0.76)
C (1.16, 0.44, -1.73)
H (-1.10, 1.23, 2.05)
H (-2.32, 0.96, 0.85)
H (-1.78, -0.37, 1.84)
H (-0.46, 1.58, -1.10)
H (0.84, -0.42, -2.22)
H (2.00, 0.17, -1.09)
H (1.47, 1.31, -2.36)

Atomic partial charges in e from the Löwdin method, atoms 1 to 8: number 1, H, carries 0.13; number 2, N, carries 0.14; number 3, N, carries 0.05; number 4, C, carries -0.17; number 5, C, carries -0.04; number 6, N, carries 0.07; number 7, C, carries 0.01; number 8, H, carries 0.13

Below is a gas-phase ion, C3H8N3 (charge +1) at a distorted geometry, with properties calculated with the ωB97M-V functional and the def2-TZVPD basis.

The calculated total energy comes out at -283.04183 hartree. The SMILES is C[N@H+]1CNC=N1. As for the spin multiplicity: 1. The orbital gap is 0.41637 Ha. As for the total charge: +1. The value obtained for the HOMO energy is -14.6 eV. Its LUMO energy is -0.1214 Ha.

Positions of all 14 atoms, in Å:
C (0.25, 0.75, 1.26)
N (-0.10, 0.77, -0.19)
C (0.51, -0.34, -0.91)
N (-0.55, -1.33, -0.87)
C (-1.72, -0.79, -0.46)
N (-1.71, 0.38, -0.02)
H (-0.17, 1.54, 1.80)
H (-0.17, -0.21, 1.46)
H (1.33, 1.00, 1.35)
H (-0.10, 1.67, -0.68)
H (1.28, -0.93, -0.52)
H (0.68, 0.06, -2.00)
H (-0.34, -2.23, -1.16)
H (-2.55, -1.47, -0.33)

Atomic partial charges in e from the Löwdin method, atoms 1 to 8: number 1, C, carries 0.02; number 2, N, carries -0.07; number 3, C, carries -0.11; number 4, N, carries 0.06; number 5, C, carries -0.20; number 6, N, carries 0.18; number 7, H, carries 0.09; number 8, H, carries 0.10

Below is a gas-phase ion, C3H8N3 (charge +1) at a distorted geometry, with properties calculated with the ωB97M-V functional and the def2-TZVPD basis.

The calculated total energy comes out at -283.09312 hartree. The SMILES is [H]/N=C/C(N)=[NH+]/C. As for the spin multiplicity: 1. The orbital gap is 0.37386 Ha. As for the total charge: +1. The value obtained for the HOMO energy is -15.2 eV. Its LUMO energy is -0.1833 Ha.

Positions of all 14 atoms, in Å:
H (-3.47, -0.09, -0.21)
N (-2.46, 0.12, -0.04)
C (-1.60, -0.81, 0.07)
C (-0.35, -0.07, 0.00)
N (-0.43, 1.24, -0.01)
N (0.85, -0.65, -0.09)
C (2.10, -0.03, 0.03)
H (-1.63, -1.86, -0.07)
H (0.37, 1.78, 0.22)
H (-1.45, 1.56, 0.01)
H (0.87, -1.63, -0.02)
H (2.99, -0.78, -0.12)
H (2.07, 0.69, -0.69)
H (2.14, 0.55, 0.93)

Atomic partial charges in e from the Löwdin method, atoms 1 to 8: number 1, H, carries 0.13; number 2, N, carries 0.14; number 3, C, carries -0.04; number 4, C, carries -0.31; number 5, N, carries 0.21; number 6, N, carries 0.05; number 7, C, carries -0.04; number 8, H, carries 0.13

Energy relative to the best compared isomer or geometry (same formula, charge and spin) / kcal/mol: 66.7, 82.8, 63.3, 130.7, 39.5, 90.2, 76.5, 44.3